[1]
{"formula": "B6F24V", "method": "ωB97M-V/def2-TZVPD", "charge": -3, "multiplicity": 3, "homo_lumo_gap_ev": [9.49, 10.63], "e_lumo_ev": [6.076, 7.216], "s_squared": 2.00, "e_homo_ev": [-3.415, -3.415], "elements": ["V", "B", "F", "F", "F", "F", "B", "F", "F", "F", "F", "B", "F", "F", "F", "F", "B", "F", "F", "F", "F", "B", "F", "F", "F", "F", "B", "F", "F", "F", "F"], "coordinates": [[-33.800, -12.130, 8.179], [-36.078, -12.823, 10.468], [-36.193, -13.942, 11.249], [-35.994, -11.704, 11.202], [-34.959, -12.775, 9.715], [-37.104, -12.775, 9.624], [-34.284, -14.746, 7.224], [-34.841, -15.795, 7.838], [-35.111, -13.649, 7.240], [-33.324, -14.309, 8.119], [-33.739, -15.079, 5.995], [-33.369, -9.376, 8.913], [-34.250, -10.306, 9.265], [-34.055, -8.346, 8.301], [-32.508, -8.933, 9.864], [-32.715, -10.255, 8.113], [-31.375, -12.675, 6.428], [-30.826, -12.201, 7.638], [-31.102, -14.000, 6.284], [-32.672, -12.407, 6.511], [-30.774, -11.925, 5.477], [-31.972, -12.950, 10.798], [-30.962, -12.179, 11.393], [-32.940, -13.380, 11.710], [-32.509, -12.267, 9.786], [-31.336, -14.075, 10.229], [-36.005, -10.797, 6.600], [-36.313, -9.490, 6.479], [-34.641, -10.932, 6.652], [-36.481, -11.348, 7.763], [-36.575, -11.403, 5.535]]}


[2]
{"formula": "C60H48AsF3N10PSSbSr", "method": "ωB97M-V/def2-TZVPD", "de_lowest_kj_mol": 133.4, "charge": 2, "multiplicity": 1, "homo_lumo_gap_ev": 8.13, "e_lumo_ev": -4.584, "e_homo_ev": -12.718, "elements": ["Sr", "C", "N", "C", "C", "N", "C", "P", "C", "N", "C", "C", "N", "C", "C", "N", "C", "C", "N", "C", "H", "H", "H", "H", "H", "H", "H", "H", "H", "H", "H", "H", "H", "H", "H", "S", "N", "C", "C", "C", "C", "C", "N", "C", "C", "N", "C", "C", "C", "C", "C", "N", "H", "H", "H", "H", "H", "H", "F", "C", "C", "C", "C", "C", "C", "Sb", "C", "C", "C", "C", "F", "C", "C", "C", "C", "C", "C", "F", "C", "C", "H", "H", "H", "H", "H", "H", "H", "H", "H", "H", "H", "H", "C", "C", "C", "C", "C", "C", "As", "C", "C", "C", "C", "C", "C", "C", "C", "C", "C", "C", "C", "H", "H", "H", "H", "H", "H", "H", "H", "H", "H", "H", "H", "H", "H", "H"], "coordinates": [[-0.152, 0.184, 0.050], [-4.279, -3.903, 1.415], [-3.144, -3.077, 1.728], [-2.629, -2.845, 2.961], [-1.579, -1.986, 2.784], [-1.441, -1.697, 1.471], [-2.398, -2.365, 0.845], [-2.643, -2.547, -0.953], [-2.979, -0.809, -1.412], [-2.310, 0.292, -1.104], [-2.907, 1.311, -1.773], [-3.955, 0.818, -2.500], [-3.997, -0.517, -2.261], [-4.907, -1.449, -2.866], [-0.875, -2.693, -1.388], [0.134, -1.934, -0.988], [1.264, -2.519, -1.446], [0.940, -3.657, -2.135], [-0.414, -3.758, -2.094], [-1.209, -4.810, -2.672], [-4.786, -4.199, 2.333], [-3.969, -4.805, 0.882], [-4.984, -3.354, 0.787], [-3.026, -3.286, 3.851], [-0.931, -1.571, 3.530], [-2.559, 2.328, -1.683], [-4.652, 1.304, -3.153], [-5.568, -0.906, -3.535], [-5.507, -1.957, -2.113], [-4.362, -2.203, -3.434], [2.232, -2.097, -1.246], [1.566, -4.385, -2.611], [-0.565, -5.528, -3.175], [-1.915, -4.408, -3.398], [-1.770, -5.328, -1.893], [2.203, 3.632, -7.497], [0.946, 2.676, -7.190], [1.066, 2.186, -5.964], [0.192, 1.261, -5.315], [-0.897, 0.686, -5.973], [-1.625, -0.280, -5.315], [-1.238, -0.621, -4.020], [-0.256, -0.051, -3.358], [0.468, 0.886, -3.978], [1.602, 1.456, -3.270], [1.760, 1.170, -1.968], [2.851, 1.595, -1.360], [3.868, 2.315, -1.983], [3.702, 2.662, -3.306], [2.539, 2.255, -3.965], [2.248, 2.641, -5.313], [2.954, 3.457, -6.083], [-1.110, 0.985, -6.988], [-2.461, -0.772, -5.786], [-1.754, -1.419, -3.495], [2.945, 1.328, -0.316], [4.742, 2.607, -1.423], [4.433, 3.232, -3.856], [3.519, 3.884, 7.578], [3.129, 2.960, 6.691], [1.788, 2.875, 6.360], [1.397, 1.945, 5.412], [2.333, 1.132, 4.788], [3.664, 1.202, 5.176], [4.073, 2.111, 6.135], [1.744, -0.221, 3.200], [3.739, -0.173, 2.390], [4.198, 1.043, 1.900], [5.484, 1.162, 1.405], [6.294, 0.038, 1.376], [7.536, 0.140, 0.882], [5.855, -1.185, 1.850], [4.579, -1.273, 2.377], [1.910, -1.986, 4.458], [1.716, -1.833, 5.824], [1.810, -2.912, 6.683], [2.116, -4.154, 6.155], [2.214, -5.209, 6.975], [2.308, -4.338, 4.797], [2.183, -3.249, 3.950], [1.079, 3.529, 6.844], [0.347, 1.847, 5.165], [4.397, 0.543, 4.732], [5.103, 2.173, 6.453], [3.561, 1.921, 1.942], [5.866, 2.108, 1.057], [6.513, -2.039, 1.817], [4.249, -2.208, 2.805], [1.495, -0.856, 6.232], [1.659, -2.802, 7.746], [2.555, -5.321, 4.425], [2.303, -3.401, 2.885], [-3.431, 7.177, 1.202], [-3.766, 6.133, 2.045], [-3.137, 4.905, 1.916], [-2.141, 4.716, 0.964], [-1.833, 5.762, 0.097], [-2.474, 6.984, 0.219], [-1.127, 3.005, 0.865], [-1.855, 2.214, 2.489], [-1.739, 2.739, 3.773], [-2.383, 2.140, 4.843], [-3.189, 1.030, 4.642], [-3.371, 0.542, 3.359], [-2.705, 1.127, 2.297], [0.645, 3.734, 1.269], [1.318, 3.701, 2.481], [2.580, 4.265, 2.604], [3.178, 4.878, 1.516], [2.524, 4.900, 0.294], [1.278, 4.315, 0.171], [-3.915, 8.135, 1.309], [-4.513, 6.271, 2.814], [-3.436, 4.097, 2.572], [-1.086, 5.627, -0.678], [-2.220, 7.793, -0.451], [-1.177, 3.651, 3.933], [-2.287, 2.557, 5.835], [-3.693, 0.569, 5.477], [-4.041, -0.287, 3.185], [-2.873, 0.762, 1.288], [0.870, 3.238, 3.350], [3.084, 4.233, 3.558], [4.149, 5.338, 1.618], [2.980, 5.378, -0.560], [0.776, 4.300, -0.796]]}


[3]
{"formula": "C14H31ClNO14P2S", "method": "ωB97M-V/def2-TZVPD", "de_lowest_kj_mol": 0.0, "charge": -1, "multiplicity": 1, "homo_lumo_gap_ev": 8.62, "e_lumo_ev": 2.472, "e_homo_ev": -6.146, "elements": ["Cl", "O", "O", "O", "O", "C", "C", "C", "S", "O", "O", "C", "H", "H", "H", "H", "H", "H", "H", "H", "C", "O", "P", "O", "O", "C", "O", "C", "H", "H", "H", "H", "H", "H", "H", "H", "H", "C", "O", "P", "O", "O", "C", "O", "C", "H", "H", "H", "H", "H", "H", "H", "H", "H", "N", "C", "C", "C", "C", "H", "H", "H", "H", "H"], "coordinates": [[-0.610, 0.771, -0.978], [-0.617, 1.661, 0.165], [-0.137, -0.527, -0.606], [-1.947, 0.681, -1.498], [0.169, 1.382, -2.030], [-0.779, 5.414, -1.722], [0.519, 6.223, -1.896], [1.319, 5.703, -3.102], [0.008, 5.445, -4.326], [0.392, 4.355, -5.204], [-0.379, 6.695, -4.929], [-1.133, 4.809, -3.105], [-1.586, 6.115, -1.499], [-0.664, 4.710, -0.904], [1.184, 6.287, -1.027], [0.394, 7.306, -2.016], [1.887, 4.816, -2.835], [1.970, 6.488, -3.484], [-0.814, 3.786, -2.906], [-2.151, 4.899, -3.469], [3.803, -2.272, 4.914], [3.895, -3.017, 3.698], [2.565, -3.202, 2.802], [1.828, -4.468, 2.942], [1.710, -1.886, 3.193], [0.414, -1.713, 2.622], [3.081, -2.883, 1.324], [3.959, -1.753, 1.060], [2.792, -2.176, 5.316], [4.063, -1.233, 4.694], [4.414, -2.708, 5.699], [-0.165, -0.918, 3.085], [-0.214, -2.608, 2.641], [0.601, -1.487, 1.566], [3.387, -1.156, 0.357], [4.873, -2.203, 0.678], [4.242, -1.198, 1.953], [-0.891, -3.512, -1.646], [-1.144, -4.729, -2.386], [-2.631, -5.371, -2.400], [-3.100, -5.754, -1.068], [-3.494, -4.340, -3.248], [-4.220, -3.331, -2.537], [-2.397, -6.618, -3.363], [-1.828, -7.802, -2.819], [-0.346, -3.841, -0.759], [-1.815, -3.044, -1.315], [-0.270, -2.848, -2.237], [-4.164, -3.426, -1.452], [-5.280, -3.374, -2.785], [-3.814, -2.362, -2.822], [-1.361, -7.606, -1.851], [-0.956, -8.056, -3.424], [-2.570, -8.587, -2.741], [-0.770, 3.123, 2.830], [0.211, 2.389, 3.432], [0.708, 3.130, 4.496], [-0.021, 4.334, 4.507], [-0.960, 4.298, 3.511], [-1.353, 2.803, 2.073], [0.572, 1.467, 3.011], [1.349, 2.800, 5.296], [0.011, 5.117, 5.251], [-1.739, 5.001, 3.278]]}


[4]
{"formula": "C28H32Cl2O2RuSi", "method": "ωB97M-V/def2-TZVPD", "charge": -2, "multiplicity": 5, "homo_lumo_gap_ev": [4.55, 4.65], "e_lumo_ev": [4.551, 4.540], "s_squared": 6.03, "e_homo_ev": [0.003, -0.113], "elements": ["C", "C", "C", "C", "C", "C", "C", "C", "C", "C", "Ru", "Cl", "Cl", "O", "H", "H", "H", "H", "H", "H", "H", "H", "H", "H", "H", "H", "H", "H", "H", "H", "O", "H", "C", "C", "C", "C", "C", "C", "Si", "C", "C", "C", "C", "C", "C", "C", "C", "C", "C", "C", "C", "H", "H", "H", "H", "H", "H", "H", "H", "H", "H", "H", "H", "H", "H", "H"], "coordinates": [[0.110, 3.471, -1.227], [1.517, 3.216, -1.165], [1.887, 3.020, 0.190], [2.436, 3.231, -2.336], [0.718, 3.123, 1.000], [-0.410, 3.409, 0.126], [-1.766, 3.813, 0.556], [-0.637, 3.863, -2.446], [3.287, 2.861, 0.678], [0.698, 3.238, 2.488], [-0.072, 1.300, -0.383], [1.410, 0.145, -1.956], [-1.854, 1.003, -1.754], [-0.784, 0.293, 1.244], [1.919, 2.909, -3.249], [3.302, 2.574, -2.172], [2.839, 4.236, -2.544], [3.829, 2.123, 0.074], [3.309, 2.555, 1.729], [3.866, 3.795, 0.611], [1.421, 2.549, 2.941], [-0.302, 3.036, 2.875], [0.976, 4.240, 2.854], [-2.001, 3.344, 1.517], [-2.517, 3.493, -0.171], [-1.872, 4.901, 0.687], [-0.367, 3.191, -3.265], [-0.423, 4.882, -2.795], [-1.711, 3.795, -2.276], [-0.295, 0.495, 2.090], [-4.700, 1.191, -0.442], [-5.412, 1.233, 0.241], [-3.100, -3.121, -3.458], [-3.561, -2.343, -2.397], [-2.665, -1.907, -1.414], [-1.288, -2.181, -1.439], [-0.844, -2.974, -2.514], [-1.733, -3.446, -3.513], [-0.218, -1.427, -0.005], [-0.945, -2.289, 1.505], [-2.200, -1.887, 1.972], [-2.766, -2.434, 3.134], [-2.067, -3.421, 3.849], [-0.825, -3.859, 3.377], [-0.285, -3.308, 2.200], [1.611, -2.036, 0.084], [2.340, -1.504, 1.150], [3.690, -1.801, 1.369], [4.354, -2.672, 0.505], [3.645, -3.250, -0.563], [2.278, -2.949, -0.759], [-3.787, -3.459, -4.232], [-4.599, -2.025, -2.328], [-3.048, -1.269, -0.623], [0.212, -3.210, -2.580], [-1.359, -4.062, -4.336], [-2.735, -1.107, 1.429], [-3.740, -2.075, 3.467], [-2.493, -3.833, 4.765], [-0.258, -4.613, 3.922], [0.679, -3.647, 1.819], [1.819, -0.839, 1.842], [4.195, -1.343, 2.215], [5.407, -2.897, 0.659], [4.158, -3.928, -1.248], [1.729, -3.410, -1.573]]}


[5]
{"formula": "C3H7NOS", "method": "ωB97M-V/def2-TZVPD", "de_lowest_kj_mol": 302.8, "smiles": "C=NOCCS", "multiplicity": 1, "homo_lumo_gap_ev": 10.06, "e_lumo_ev": 1.002, "e_homo_ev": -9.058, "elements": ["C", "N", "O", "C", "C", "S", "H", "H", "H", "H", "H", "H", "H"], "coordinates": [[-2.657, -0.904, -0.209], [-1.840, -0.185, 0.471], [-0.558, -0.306, -0.139], [0.334, 0.716, 0.255], [1.681, 0.585, -0.379], [2.496, -1.010, 0.055], [-3.641, -1.055, 0.137], [-2.289, -1.362, -1.168], [-0.074, 1.659, -0.192], [0.386, 0.791, 1.350], [1.461, 0.530, -1.462], [2.352, 1.424, -0.141], [2.349, -0.882, 1.422]]}